Record 1
78
Properties=species:S:1:pos:R:3:forces:R:3:lowdin_charge:R:1 method="wB97M-V/def2-TZVPD" homo_lumo_gap_ev="2.6 / 5.3" spin_multiplicity=3 s_squared=2.045 lumo_ev="3.374 / 3.373" charge=-2
H -0.190 -4.979 -3.744 -0.01 0.02 0.00 0.008
H 6.870 8.542 2.117 0.05 0.00 -0.01 0.090
C 5.505 6.308 1.225 -0.17 0.02 -0.13 -0.039
C 1.292 -2.022 -1.506 -0.05 0.01 0.00 -0.162
C -4.609 -4.093 5.301 -0.02 -0.01 0.04 -0.157
H -6.292 -3.671 -4.208 0.00 0.01 0.02 0.073
H -0.471 -2.065 -5.064 0.00 -0.01 0.01 0.002
H 3.326 0.302 2.899 0.01 0.00 0.01 0.062
H 0.345 -5.063 -2.060 0.01 -0.02 -0.02 0.025
H 1.309 -2.561 -0.559 0.03 0.02 0.02 0.018
O 5.891 8.532 0.290 -0.15 -0.10 -0.04 -0.106
H -6.063 -2.844 -1.813 -0.04 -0.01 -0.03 0.109
H 3.722 8.161 -0.963 0.00 -0.01 0.00 0.112
F -3.317 -6.562 3.012 -0.01 0.02 0.02 0.102
H -0.986 3.625 -1.572 0.03 0.02 0.01 0.082
H 1.199 -1.721 -4.586 0.00 -0.02 0.01 0.015
C -4.285 -5.322 4.760 -0.04 -0.04 0.09 -0.157
H -4.214 -4.041 -5.519 -0.03 0.00 0.00 0.085
H -3.037 2.297 -2.179 0.00 -0.02 0.01 0.086
H 3.663 2.639 1.896 0.00 0.01 -0.01 0.125
N -1.590 -0.001 -0.169 -0.75 0.22 -0.21 -0.058
H 7.778 7.816 0.762 0.02 0.03 0.04 0.090
C 0.783 -1.898 2.321 -0.11 0.36 -0.27 -0.167
H 1.490 -4.588 -3.328 -0.01 0.01 -0.02 0.014
H 2.263 -2.111 -2.006 0.01 0.00 0.03 0.027
H 1.122 -0.965 -1.288 0.01 0.00 0.00 0.028
C -1.158 2.631 -1.188 0.57 -0.24 0.46 -0.055
C 1.822 1.928 1.078 -0.18 0.68 -0.49 -0.152
S -3.262 -1.478 2.533 -0.02 0.28 -0.13 0.664
F -2.678 -4.267 1.722 -0.45 -0.51 0.23 0.048
C 3.164 6.201 -0.284 0.26 0.15 0.09 -0.020
C -2.484 0.617 -1.012 0.17 0.15 -0.18 -0.158
C 5.146 7.374 0.414 0.31 0.09 0.16 -0.290
C -3.625 -2.931 3.400 -0.02 -0.27 -0.01 -0.549
N -1.605 -2.601 -1.999 -0.58 0.68 0.24 -0.075
H 2.534 -2.000 3.511 0.00 0.01 0.00 0.081
N -0.003 -1.176 1.460 -0.65 0.13 0.01 -0.014
C -2.284 1.888 -1.514 -0.34 -0.32 -0.06 -0.123
C 0.450 -4.506 -2.995 0.00 -0.03 0.07 -0.176
C 1.582 0.662 1.576 0.57 -0.58 0.69 -0.125
H 2.254 6.144 -0.864 -0.02 -0.03 0.00 0.108
H 0.443 -2.900 2.536 -0.02 -0.04 0.00 0.087
H 6.407 6.331 1.818 0.02 -0.02 0.02 0.092
C 3.976 7.315 -0.338 -0.14 -0.01 -0.10 -0.016
F -5.249 -4.042 6.485 0.01 0.01 -0.02 0.086
H -2.019 -3.584 -4.580 0.01 0.00 0.01 0.073
C 2.617 3.942 0.559 0.40 0.33 0.08 -0.317
C -3.295 -4.196 2.898 -0.30 0.13 0.13 -0.238
C -3.630 -5.371 3.545 0.15 0.03 -0.06 -0.148
C -4.286 -2.927 4.631 0.05 -0.06 -0.08 -0.250
C 1.951 -1.381 2.836 0.11 -0.03 0.06 -0.136
C 0.969 2.611 0.174 1.00 0.37 0.46 -0.177
N 2.874 2.812 1.304 -0.20 -0.07 -0.08 0.155
H -0.116 -0.680 -4.031 0.01 0.00 -0.02 0.025
F -4.650 -1.770 5.205 0.01 0.01 -0.02 0.065
C -5.209 -3.019 -2.454 0.22 -0.13 -0.03 -0.049
C -0.216 2.022 -0.292 -0.76 0.17 -0.59 -0.114
N 1.505 3.861 -0.117 -0.37 -0.44 -0.02 0.170
C 0.396 0.059 1.110 -0.60 -0.13 -0.18 -0.190
C -2.896 -3.421 -3.968 -0.14 -0.05 -0.08 -0.049
H 4.978 4.365 1.917 -0.04 -0.04 0.00 0.098
Ti -1.927 -1.975 0.422 4.65 -2.37 -0.87 0.798
C -5.321 -3.476 -3.771 -0.13 -0.02 -0.02 -0.153
H 7.517 9.578 0.819 0.02 -0.02 0.02 0.084
C 3.506 5.112 0.529 -0.23 -0.43 0.08 -0.151
O -0.865 -3.288 0.414 -1.97 1.53 0.43 -0.454
C -2.721 -2.926 -2.642 0.26 -0.01 0.08 -0.338
C 0.159 -1.717 -4.243 -0.02 0.03 0.03 -0.182
C 2.402 -0.101 2.501 -0.47 0.28 -0.45 -0.069
C -3.953 -2.808 -1.962 -0.22 0.20 -0.13 -0.202
C 7.076 8.609 1.043 -0.08 -0.03 -0.04 -0.116
H -3.357 0.040 -1.289 -0.01 0.03 -0.02 0.088
C 4.679 5.184 1.276 0.01 0.15 -0.07 -0.033
C -0.485 0.727 0.183 0.51 -0.16 0.48 -0.168
F -3.842 -2.340 -0.654 -0.25 0.03 0.42 -0.070
F -4.603 -6.457 5.414 0.01 0.03 -0.02 0.084
Si -0.020 -2.711 -2.634 0.05 0.01 -0.13 0.386
C -4.151 -3.677 -4.498 0.10 0.04 0.08 -0.140


Record 2
77
Properties=species:S:1:pos:R:3:forces:R:3:lowdin_charge:R:1 method="wB97M-V/def2-TZVPD" homo_lumo_gap_ev=7.6 lumo_ev=-3.221 charge=+1
C 2.900 1.769 -3.051 -0.01 -0.02 0.02 -0.044
C 4.413 1.278 0.847 0.04 0.02 -0.01 -0.067
H 4.871 -3.166 -3.227 0.00 0.00 -0.01 0.103
C -1.691 -1.029 3.989 0.00 -0.03 -0.02 -0.133
H 1.618 0.015 2.264 -0.01 0.00 -0.01 0.115
C -0.328 3.878 1.817 -0.12 -0.05 0.02 -0.399
C 2.281 0.417 1.507 0.02 0.01 0.02 -0.007
H -2.732 -2.502 2.831 0.01 0.01 -0.01 0.123
C 2.224 -2.954 -2.859 -0.04 0.05 -0.01 -0.215
C 0.679 5.708 3.023 0.00 -0.07 -0.07 -0.107
C -2.282 1.108 -0.741 0.24 -0.17 0.09 -0.139
H -3.599 -0.859 -5.173 0.00 0.00 0.00 0.102
C 1.107 -2.765 -2.032 0.06 0.02 -0.12 -0.148
C -3.543 -1.687 -4.465 0.00 -0.02 0.02 -0.048
H 3.109 -4.195 -4.370 0.01 -0.01 -0.01 0.111
C 0.210 -0.721 -0.964 -0.03 0.10 -0.05 -0.302
H 1.530 6.347 3.206 0.00 0.01 0.01 0.114
H 3.758 1.120 -3.242 0.00 0.01 0.00 0.091
Cl 2.219 4.465 1.183 0.01 -0.03 -0.03 0.768
H 4.197 -2.160 -4.542 0.01 0.00 0.00 0.101
C -2.683 -2.996 4.925 0.00 0.01 -0.02 -0.049
O -0.732 0.898 2.927 0.10 0.04 -0.06 -0.077
C -1.260 -0.621 5.249 0.00 -0.01 0.05 -0.047
H -5.174 2.255 -2.115 0.00 0.00 0.00 0.113
C 3.586 0.766 1.830 -0.02 -0.01 0.00 -0.068
C -1.390 -0.185 2.829 0.03 0.11 -0.16 -0.536
C 2.653 1.121 -0.781 0.04 -0.02 0.06 -0.243
O -0.288 2.907 0.895 -0.11 -0.33 0.19 -0.204
C 0.100 -4.754 -2.924 -0.04 0.01 0.03 -0.073
C -0.495 5.872 3.738 -0.05 0.04 0.06 -0.656
O -2.688 -1.361 -3.375 0.03 0.04 -0.01 -0.097
N 0.455 0.316 -0.140 -0.31 -0.15 0.23 0.015
Ti -0.965 1.221 0.854 0.36 0.15 -0.29 1.175
C -3.414 1.908 -0.954 0.05 0.04 0.01 -0.115
C 0.760 4.708 2.066 -0.01 0.10 0.08 -0.570
O -1.781 -0.488 1.648 -0.17 0.06 0.02 -0.058
N -0.962 -0.836 -1.583 0.03 -0.15 0.08 0.194
N 1.154 -1.652 -1.155 -0.01 -0.01 0.09 0.191
Cl -2.826 2.999 2.248 0.06 0.01 -0.01 0.844
H -4.543 -1.945 -4.111 0.00 0.01 0.00 0.101
H 2.263 1.799 -3.929 0.01 0.00 0.00 0.100
C 1.188 -4.924 -3.758 0.04 -0.01 -0.02 -0.063
C -4.305 1.627 -1.968 0.00 0.00 0.01 -0.062
H -0.716 -5.463 -2.935 0.00 0.00 0.00 0.110
C -1.485 4.069 2.567 -0.06 0.09 0.07 -0.517
H -2.479 -3.211 7.053 0.00 0.00 0.00 0.109
H -3.094 -2.551 -4.947 -0.01 0.00 0.00 0.097
H -0.757 -3.573 -1.350 -0.01 0.04 0.01 0.127
H -2.506 5.184 4.094 0.00 0.01 0.01 0.116
O 3.206 -2.028 -2.718 0.00 -0.01 0.00 -0.085
C -2.403 -2.212 3.819 0.00 0.00 0.02 0.000
H 4.624 1.862 -1.205 0.01 0.01 0.00 0.111
H -4.823 0.310 -3.584 -0.01 0.01 0.00 0.112
H 5.432 1.552 1.087 0.00 0.00 0.01 0.114
C 4.400 -2.212 -3.471 -0.03 -0.01 0.01 -0.052
H 5.060 -1.399 -3.184 0.01 -0.01 -0.01 0.092
H -0.711 0.303 5.364 0.00 0.00 -0.02 0.119
C -4.109 0.531 -2.804 0.02 -0.01 -0.01 -0.001
C -2.259 -2.602 6.187 0.00 0.00 0.02 -0.099
H 3.242 2.777 -2.812 0.00 0.00 -0.01 0.102
C -2.069 0.046 -1.613 -0.10 -0.06 -0.07 -0.153
C 0.066 -3.678 -2.045 0.03 -0.02 0.01 -0.022
H 3.947 0.634 2.840 0.00 0.00 0.00 0.112
Cl -0.589 7.119 4.932 0.00 -0.01 -0.01 0.708
H 2.077 -1.397 -0.824 -0.02 -0.02 0.03 0.153
Br -0.984 -0.885 8.058 0.01 0.01 0.02 0.779
C -2.993 -0.262 -2.630 0.02 0.05 0.02 -0.215
C 2.259 -4.037 -3.723 -0.01 0.00 0.01 -0.002
H -3.237 -3.918 4.812 0.00 0.00 0.01 0.114
O 2.093 1.245 -2.004 -0.02 0.02 0.00 -0.064
C 3.961 1.454 -0.457 -0.06 -0.01 -0.03 -0.009
H -3.596 2.761 -0.317 -0.02 0.00 -0.01 0.063
H 1.223 -5.763 -4.439 0.00 0.00 0.00 0.113
C -1.596 5.055 3.526 0.10 0.00 -0.05 -0.104
H -1.040 -1.592 -2.253 -0.01 -0.04 0.01 0.127
C -1.552 -1.417 6.341 -0.01 -0.01 -0.06 -0.674
C 1.814 0.592 0.216 -0.03 0.21 -0.14 -0.217


Record 3
73
Properties=species:S:1:pos:R:3:forces:R:3:lowdin_charge:R:1 method="wB97M-V/def2-TZVPD" homo_lumo_gap_ev="5.9 / 6.0" spin_multiplicity=3 s_squared=2.027 lumo_ev="-7.625 / -7.493" charge=+2
H -0.594 0.842 -8.675 0.00 0.00 0.01 0.116
C 3.248 -0.744 2.414 -0.26 0.11 -0.11 -0.109
H -0.785 -4.941 7.403 0.00 0.01 0.00 0.133
C -0.594 -2.530 2.898 0.08 -0.11 -0.12 -0.228
N 2.563 -1.704 -0.431 0.27 -0.18 -0.10 -0.226
C 0.361 -2.153 3.878 0.01 0.05 -0.03 -0.020
N 1.974 -1.176 2.302 0.25 -0.04 0.17 -0.141
C 1.584 -1.577 3.587 -0.15 0.04 -0.11 -0.237
N -1.899 0.154 -2.837 -0.31 0.03 -0.29 -0.068
C 3.183 4.276 -0.951 -0.02 0.00 -0.01 -0.054
C 2.051 5.246 -2.840 0.02 -0.01 0.02 -0.052
H -2.312 -3.121 4.117 0.00 -0.01 -0.03 0.131
H -0.815 2.596 -3.433 -0.01 -0.01 -0.04 0.154
H -0.074 5.046 -2.873 -0.01 -0.01 0.01 0.114
C 0.084 -1.367 6.220 -0.03 0.01 0.03 -0.011
N -0.948 2.312 -1.361 -0.07 0.47 -0.17 -0.039
C 0.794 4.061 -1.161 -0.02 0.03 0.00 -0.221
H -1.327 4.267 -0.767 0.00 0.01 -0.02 0.140
H -0.460 3.315 0.432 0.00 -0.02 0.01 0.096
H -2.100 3.510 -2.625 -0.01 0.01 0.01 0.143
S -0.205 -1.514 -1.700 0.10 -0.29 -0.21 0.764
C -0.283 -3.701 5.727 0.01 -0.02 0.01 -0.009
C -0.518 3.552 -0.625 -0.03 -0.13 -0.05 -0.079
H 0.325 -0.365 5.888 -0.01 -0.01 0.00 0.129
H 4.691 -0.562 4.074 -0.01 -0.01 -0.01 0.119
H 4.093 4.095 -0.395 -0.01 0.01 -0.01 0.114
N -1.056 -3.332 10.469 0.01 0.01 -0.04 0.192
H -0.289 -4.522 5.021 -0.01 0.01 0.00 0.132
C -1.860 -3.034 3.142 -0.13 -0.08 0.06 0.026
C -2.438 -3.399 1.913 -0.01 0.03 0.07 -0.026
H -3.421 1.470 -2.244 0.00 0.01 0.02 0.157
H -1.881 -1.806 -3.589 0.03 -0.01 0.01 0.093
N -0.390 -2.525 1.497 0.39 0.20 -0.04 -0.162
H 2.080 5.823 -3.754 0.00 0.00 0.01 0.117
C -0.449 -0.299 -5.493 0.00 0.01 0.00 -0.038
C -2.735 -0.023 -6.202 0.00 0.02 -0.05 -0.041
S 0.160 0.842 0.504 0.17 0.02 0.24 0.753
H -0.195 -0.790 8.268 0.00 0.00 0.00 0.132
C -0.524 -2.889 7.972 -0.05 -0.03 0.21 -0.202
C 0.839 4.793 -2.346 0.01 0.01 0.02 -0.042
H -3.798 -0.103 -6.004 0.01 0.00 0.00 0.121
C -2.295 0.418 -7.445 0.00 -0.01 0.02 -0.052
C 2.672 -1.366 4.466 0.14 0.05 0.08 0.035
H 2.682 -1.617 5.514 0.01 0.00 -0.03 0.132
H 4.170 5.346 -2.523 -0.01 0.00 0.00 0.117
Mo 0.950 -1.381 0.518 -0.74 0.03 0.16 1.248
C -0.820 -3.136 9.362 0.03 0.02 -0.12 -0.160
S 4.656 -2.410 -2.082 0.06 0.01 0.01 0.845
C 0.039 -2.413 5.299 0.01 -0.01 -0.05 -0.188
C -2.291 -0.842 -3.872 0.02 0.04 0.13 -0.080
C -0.936 0.505 -7.706 0.02 -0.01 0.01 -0.055
H -2.964 1.546 -3.956 0.01 -0.02 -0.01 0.139
C -1.013 -0.064 -1.905 0.11 0.61 0.45 -0.613
C 3.709 -0.833 3.727 0.01 -0.06 0.13 -0.020
C -0.210 -1.600 7.552 0.02 0.04 -0.03 0.005
C 3.482 -2.020 -1.153 -0.11 -0.07 0.02 -0.891
C -0.012 0.146 -6.730 -0.02 0.00 -0.01 -0.057
H -1.603 -3.242 -0.117 0.02 0.04 -0.01 0.075
H 1.047 0.198 -6.942 -0.01 0.00 0.00 0.114
C -2.581 1.453 -2.942 0.08 -0.16 -0.01 -0.067
H -3.379 -0.907 -3.843 -0.01 0.00 0.01 0.143
C 3.225 4.982 -2.144 0.01 0.01 0.00 -0.052
H -3.014 0.685 -8.208 0.00 0.00 0.01 0.117
H 0.274 -0.603 -4.743 -0.01 0.00 0.00 0.106
C -1.598 2.548 -2.673 0.12 0.02 0.21 -0.065
H -3.405 -3.846 1.753 0.01 0.02 0.02 0.118
C -0.554 -3.942 7.062 0.00 -0.03 -0.04 0.007
C -0.659 1.112 -0.984 -0.14 -0.54 -0.32 -0.550
C 1.969 3.815 -0.459 0.05 -0.03 -0.03 -0.046
H 1.938 3.282 0.484 -0.01 0.01 0.00 0.095
C -1.815 -0.381 -5.225 0.01 -0.01 0.01 -0.236
C -1.525 -3.084 0.946 0.10 -0.04 -0.03 -0.146
H 3.779 -0.374 1.550 0.02 -0.03 -0.02 0.112


| no. | F_max (Eh/bohr) |
| --- | --- |
| 1 | 0.1028 |
| 2 | 0.0095 |
| 3 | 0.0148 |